Below is a cluster of 6 separate species, C33H77NO16 in total at a distorted geometry, with properties calculated with ωB97M-V/def2-TZVPD.

Geometry as XYZ:
```
127
Properties=species:S:1:pos:R:3:lowdin_charge:R:1
C -0.423 -3.128 -3.406 -0.196
O 0.175 -2.131 -4.214 -0.246
C -0.807 -1.502 -5.019 -0.256
C -0.185 -0.230 -5.731 -0.114
O 0.945 -0.396 -6.706 -0.135
C 1.874 -1.393 -6.341 -0.202
C 3.073 -1.363 -7.359 -0.168
O 2.733 -1.596 -8.755 -0.182
C 3.910 -1.997 -9.444 -0.139
H -1.167 -3.718 -3.941 0.053
H -0.928 -2.638 -2.573 0.044
H 0.321 -3.838 -3.044 0.073
H -1.699 -1.233 -4.453 0.084
H -1.192 -2.123 -5.828 0.110
H 0.111 0.403 -4.895 0.101
H -1.008 0.278 -6.234 0.110
H 1.328 -2.335 -6.376 0.119
H 2.321 -1.302 -5.351 0.107
H 3.698 -2.189 -7.022 0.105
H 3.655 -0.444 -7.293 0.120
H 4.750 -1.316 -9.305 0.080
H 3.638 -2.099 -10.494 0.084
H 4.244 -2.982 -9.117 0.077
C -0.885 -0.822 10.307 -0.108
O -0.864 0.044 9.180 -0.190
C -0.505 -0.646 8.018 -0.207
C -0.187 0.414 6.931 -0.193
O 0.454 -0.195 5.842 -0.153
C 1.076 0.711 4.895 -0.135
C -0.020 1.582 4.216 -0.195
O -0.917 0.882 3.338 -0.184
C -2.296 0.890 3.723 -0.089
H 0.127 -1.102 10.600 0.086
H -1.433 -1.731 10.056 0.082
H -1.423 -0.362 11.137 0.085
H -1.385 -1.214 7.718 0.124
H 0.300 -1.366 8.163 0.125
H 0.439 1.207 7.338 0.128
H -1.117 0.839 6.553 0.107
H 1.560 0.160 4.089 0.112
H 1.815 1.317 5.420 0.119
H 0.466 2.347 3.611 0.104
H -0.530 2.183 4.969 0.110
H -2.640 1.922 3.661 0.084
H -2.593 0.395 4.648 0.086
H -2.770 0.230 2.996 0.082
C -4.890 -3.101 1.008 -0.222
O -4.930 -1.743 1.520 -0.219
C -6.212 -1.147 1.125 -0.229
C -6.089 0.332 1.106 -0.172
O -5.744 0.714 2.485 -0.137
C -5.466 2.021 2.782 -0.208
C -6.697 3.040 2.431 -0.162
O -6.999 3.137 1.040 -0.225
C -5.974 3.727 0.206 -0.080
H -5.768 -3.647 1.352 0.067
H -4.007 -3.557 1.456 0.059
H -4.784 -3.139 -0.076 0.027
H -7.010 -1.453 1.801 0.123
H -6.500 -1.436 0.115 0.107
H -7.061 0.723 0.807 0.121
H -5.342 0.631 0.371 0.109
H -4.566 2.406 2.304 0.097
H -5.315 1.951 3.859 0.121
H -6.454 4.025 2.830 0.102
H -7.616 2.779 2.956 0.114
H -6.340 4.163 -0.724 0.084
H -5.203 2.987 -0.005 0.067
H -5.549 4.586 0.725 0.083
C 1.181 -2.440 2.325 -0.102
O 2.299 -2.482 1.393 -0.200
C 2.003 -1.980 0.078 -0.164
C 3.173 -2.340 -0.875 -0.182
O 3.157 -3.741 -1.092 -0.142
C 4.265 -4.120 -1.922 -0.148
C 4.293 -3.281 -3.266 -0.183
O 4.892 -2.009 -3.211 -0.238
C 6.226 -1.883 -2.742 -0.103
H 1.528 -2.835 3.280 0.082
H 0.396 -3.138 2.035 0.067
H 0.694 -1.476 2.469 0.061
H 1.743 -0.933 0.232 0.102
H 1.165 -2.567 -0.298 0.115
H 4.101 -2.053 -0.380 0.128
H 3.056 -1.755 -1.787 0.101
H 4.243 -5.169 -2.218 0.117
H 5.148 -3.960 -1.303 0.105
H 3.297 -3.102 -3.671 0.121
H 4.790 -3.826 -4.069 0.111
H 6.890 -2.383 -3.447 0.081
H 6.407 -2.347 -1.772 0.074
H 6.578 -0.851 -2.721 0.081
C -0.265 6.138 0.288 -0.122
O 0.897 5.343 0.114 -0.173
C 0.814 4.092 0.827 -0.175
C 1.846 2.982 0.458 -0.180
O 3.174 3.484 0.602 -0.125
C 4.167 2.391 0.563 -0.132
C 4.501 1.797 -0.834 -0.207
O 3.387 1.185 -1.413 -0.229
C 3.447 0.932 -2.820 -0.067
H -0.015 7.181 0.097 0.075
H -0.640 6.138 1.312 0.084
H -1.024 5.927 -0.465 0.086
H -0.196 3.688 0.758 0.096
H 0.963 4.284 1.890 0.109
H 1.671 2.595 -0.546 0.102
H 1.669 2.249 1.245 0.111
H 3.778 1.616 1.224 0.110
H 5.129 2.546 1.052 0.114
H 5.270 1.037 -0.697 0.114
H 4.889 2.504 -1.567 0.123
H 4.441 0.562 -3.069 0.076
H 3.158 1.860 -3.315 0.093
H 2.654 0.224 -3.062 0.078
C -2.285 1.510 -0.008 -0.340
O -2.141 2.693 -0.282 -0.026
N -1.512 0.471 -0.445 -0.145
C -1.798 -0.924 -0.068 -0.058
C -0.249 0.606 -1.188 -0.035
H -3.064 1.108 0.659 0.111
H -1.713 -1.501 -0.988 0.049
H -2.855 -1.017 0.179 0.062
H -1.248 -1.412 0.737 0.075
H -0.357 1.487 -1.819 0.090
H 0.595 0.659 -0.499 0.061
H -0.138 -0.174 -1.942 0.076
```

Results
Total charge: -1
Largest force on an atom: 2.665 eV/Å
E_LUMO (spin up / spin down): 2.20 / 2.11 eV
E_tot: -69707.8721 eV
<S²>: 0.751
Gap between HOMO and LUMO (spin up / spin down): 1.508 / 9.065 eV
Spin multiplicity: 2